1.
A molecular structure, C40H47N6OPtS2 in a non-equilibrium geometry. Source: the OMol25 dataset; level of theory: the ωB97M-V functional and the def2-TZVPD basis.

```
97
Properties=species:S:1:pos:R:3
Pt -0.634 -1.120 -1.607
C 4.717 0.978 2.825
C 3.273 0.559 3.159
C 3.168 0.240 4.659
C 2.336 1.729 2.873
C 2.927 -0.691 2.342
C 3.664 -1.864 2.599
C 3.369 -3.053 1.987
C 2.334 -3.069 1.056
S 1.695 -4.474 0.280
C 0.564 -3.506 -0.513
N 0.667 -2.206 -0.308
C 1.649 -1.911 0.686
C 1.935 -0.715 1.370
C -0.531 -3.996 -1.324
C -0.809 -5.350 -1.510
C -1.925 -5.734 -2.227
C -2.762 -4.765 -2.758
C -2.480 -3.411 -2.596
C -1.361 -3.019 -1.883
H 4.928 1.955 3.261
H 4.877 1.042 1.746
H 5.444 0.275 3.231
H 3.538 1.088 5.237
H 3.752 -0.632 4.945
H 2.130 0.058 4.948
H 2.563 2.549 3.556
H 1.307 1.439 3.035
H 2.436 2.121 1.863
H 4.464 -1.842 3.326
H 3.903 -3.961 2.234
H 1.367 0.169 1.151
H -0.152 -6.100 -1.084
H -2.148 -6.783 -2.368
H -3.644 -5.058 -3.312
H -3.148 -2.713 -3.061
C -1.656 1.515 -2.641
N -1.839 0.061 -2.910
C -3.306 -0.159 -2.772
C -1.376 -0.260 -4.289
C 0.131 -0.372 -4.300
N 0.567 -1.457 -3.374
C 0.390 -2.762 -4.084
C 2.022 -1.374 -3.080
H -2.361 2.068 -3.263
H -0.655 1.836 -2.897
H -1.860 1.730 -1.596
H -3.824 0.419 -3.540
H -3.631 0.186 -1.794
H -3.563 -1.195 -2.889
H -1.699 0.522 -4.979
H -1.852 -1.187 -4.605
H 0.600 0.558 -3.987
H 0.479 -0.587 -5.313
H 0.991 -2.727 -4.993
H -0.645 -2.939 -4.350
H 0.743 -3.578 -3.463
H 2.589 -1.607 -3.983
H 2.278 -2.095 -2.308
H 2.289 -0.379 -2.756
N -4.508 3.880 7.030
C -4.248 3.211 6.136
C -3.903 2.370 5.021
C -2.689 2.563 4.366
C -2.344 1.753 3.301
C -3.211 0.759 2.890
C -4.426 0.564 3.525
C -4.770 1.369 4.598
N -2.851 -0.094 1.781
C -3.393 -1.331 1.526
C -2.826 -1.786 0.389
N -1.937 -0.826 -0.069
C -1.954 0.170 0.818
H -2.018 3.342 4.702
H -1.395 1.894 2.820
H -5.123 -0.191 3.188
H -5.714 1.224 5.104
H -4.124 -1.792 2.164
H -3.011 -2.706 -0.132
H -1.389 1.079 0.737
C 3.186 1.372 -1.195
S 1.500 1.646 -1.749
O 0.592 0.698 -0.921
C 1.231 3.280 -1.121
C 1.712 4.332 -1.892
C 1.575 5.625 -1.408
C 0.956 5.847 -0.183
C 0.474 4.783 0.569
C 0.611 3.485 0.104
H 3.360 1.893 -0.263
H 3.846 1.761 -1.972
H 3.328 0.300 -1.071
H 2.184 4.156 -2.852
H 1.946 6.457 -1.989
H 0.849 6.858 0.186
H -0.001 4.967 1.524
H 0.266 2.642 0.687
```

Relative energy (zero: lowest compared OMol25 entry of this formula, charge and spin) (kJ/mol): 13.8
Electronic energy (Eh): -2871.0075
Kohn-Sham gap (eV): 6.96
HOMO (eV): -15.99
Molar mass (g mol⁻¹): 887.1
Charge: +3

---

2.
C5H6N2O in the gas phase in a non-equilibrium geometry. Source: the OMol25 dataset; level of theory: the ωB97M-V functional and the def2-TZVPD basis.

```
14
Properties=species:S:1:pos:R:3
C 1.935 -1.344 0.086
C 0.762 -0.739 0.160
C -1.395 0.047 -0.008
C -0.583 1.286 0.300
C 0.763 0.740 -0.035
H 2.113 -2.365 -0.167
H 2.855 -0.805 0.355
H -0.768 -2.094 -0.047
H -2.717 -1.261 -0.286
H -1.166 2.144 -0.383
H -0.690 1.455 1.520
N -0.554 -1.023 -0.083
N -2.680 -0.141 -0.138
O 1.765 1.391 -0.309
```

Relative energy (zero: lowest compared OMol25 entry of this formula, charge and spin) (kJ/mol): 214.4
SMILES string: [H]/N=C1/CC(=O)C(=C)N1
Electronic energy (Eh): -378.7893
Kohn-Sham gap (eV): 8.92
HOMO (eV): -8.85
Molar mass (g mol⁻¹): 110.1

---

3.
2 unconnected molecules or ions with the total composition C2H4BrFO in a non-equilibrium geometry. Source: the OMol25 dataset; level of theory: the ωB97M-V functional and the def2-TZVPD basis.

```
9
Properties=species:S:1:pos:R:3
C -0.135 -0.336 0.260
C 1.030 0.331 -0.447
O 1.315 2.333 0.103
F 0.004 2.797 -0.023
Br 2.740 -0.123 0.035
H 0.038 -0.676 1.367
H -1.033 0.326 0.206
H -0.260 -1.198 -0.349
H 0.811 0.463 -1.423
```

Relative energy (zero: lowest compared OMol25 entry of this formula, charge and spin) (kJ/mol): 413.2
Electronic energy (Eh): -2827.4149
Expectation value of S²: 2.009
Kohn-Sham gap (alpha / beta) (eV): 7.44 / 7.35
HOMO (alpha / beta) (eV): -7.13 / -10.33
Molar mass (g mol⁻¹): 143.0
Spin multiplicity: 3

---

4.
4 unconnected molecules or ions with the total composition C4H16N2O4 in a non-equilibrium geometry. Source: the OMol25 dataset; level of theory: the ωB97M-V functional and the def2-TZVPD basis.

```
26
Properties=species:S:1:pos:R:3
C 0.928 -1.755 1.370
C -0.113 -1.502 0.329
N -1.320 -0.942 0.632
C -1.543 -0.131 1.815
C -0.695 1.167 1.728
N -1.049 2.024 0.601
O 0.070 -1.776 -0.856
H 0.917 -2.623 2.037
H 1.911 -1.761 0.892
H 0.958 -0.969 2.131
H -1.778 -0.654 -0.225
H -2.565 0.230 1.911
H -1.346 -0.718 2.709
H -0.818 1.748 2.652
H 0.381 0.977 1.652
H -2.052 2.173 0.577
H -0.881 1.519 -0.265
H -1.995 0.558 -2.805
H -0.856 -0.333 -2.290
O -1.374 0.445 -2.047
H 2.682 0.305 -1.035
H 1.740 -0.940 -1.276
O 2.629 -0.570 -1.463
H 1.105 2.331 -0.783
H 1.744 1.933 -2.050
O 1.976 2.108 -1.134
```

Relative energy (zero: lowest compared OMol25 entry of this formula, charge and spin) (kJ/mol): 9.2
SMILES string: CC(=O)NCCN.O.O.O
Electronic energy (Eh): -572.4951
Kohn-Sham gap (eV): 9.98
HOMO (eV): -9.60
Molar mass (g mol⁻¹): 156.2

---

5.
A molecular structure, C44H62BN2O4PPt. Source: the OMol25 dataset; level of theory: the ωB97M-V functional and the def2-TZVPD basis.

```
115
Properties=species:S:1:pos:R:3
Pt 0.022 -0.005 0.360
C 0.274 4.855 -1.051
C 0.958 4.143 -2.217
C 0.690 4.867 -3.538
C 0.561 2.688 -2.321
C 1.515 1.723 -2.581
C 1.231 0.364 -2.664
C 2.471 -0.491 -2.935
C 2.304 -1.838 -3.634
C 3.297 -0.602 -1.646
C -0.107 -0.055 -2.471
C -1.114 0.935 -2.325
C -0.756 2.275 -2.216
C -2.594 0.618 -2.484
C -3.508 1.459 -1.586
C -3.008 0.837 -3.947
C -0.590 -1.459 -2.738
C -0.799 -1.730 -4.094
C -1.383 -2.898 -4.539
C -1.801 -3.836 -3.608
C -1.587 -3.594 -2.265
C -0.967 -2.430 -1.787
P -0.713 -2.269 0.050
C 0.412 -3.714 0.574
C 0.227 -5.039 -0.171
C 1.843 -3.235 0.331
C 0.279 -3.993 2.077
C -2.410 -2.480 0.851
C -3.378 -1.564 0.099
C -3.022 -3.887 0.883
C -2.288 -1.992 2.304
H 0.710 5.846 -0.908
H 0.387 4.285 -0.129
H -0.793 4.994 -1.241
H 2.036 4.160 -2.028
H -0.379 4.852 -3.768
H 1.217 4.392 -4.367
H 1.007 5.911 -3.481
H 2.547 2.036 -2.700
H 3.064 0.118 -3.625
H 1.742 -2.564 -3.051
H 3.294 -2.257 -3.820
H 1.800 -1.734 -4.595
H 2.686 -0.948 -0.815
H 3.695 0.371 -1.359
H 4.130 -1.298 -1.773
H -1.538 3.011 -2.074
H -2.753 -0.433 -2.252
H -3.734 2.424 -2.047
H -3.069 1.649 -0.610
H -4.457 0.944 -1.431
H -2.707 1.834 -4.276
H -4.094 0.764 -4.044
H -2.561 0.107 -4.619
H -0.497 -0.975 -4.810
H -1.525 -3.066 -5.599
H -2.286 -4.751 -3.920
H -1.906 -4.344 -1.566
H 0.452 -4.961 -1.233
H -0.767 -5.465 -0.048
H 0.938 -5.748 0.263
H 2.009 -2.974 -0.709
H 2.535 -4.044 0.585
H 2.079 -2.374 0.957
H -0.639 -4.522 2.320
H 0.354 -3.087 2.674
H 1.111 -4.644 2.361
H -3.650 -1.985 -0.870
H -2.961 -0.568 -0.048
H -4.288 -1.450 0.694
H -3.270 -4.274 -0.102
H -3.965 -3.814 1.432
H -2.404 -4.613 1.404
H -1.845 -1.000 2.368
H -1.692 -2.665 2.915
H -3.294 -1.946 2.732
C -6.845 4.001 3.087
C -5.757 4.049 4.169
C -5.782 5.435 4.814
C -6.078 3.013 5.255
C -4.403 3.727 3.533
C -3.369 4.659 3.466
C -2.137 4.376 2.867
C -1.979 3.122 2.335
O -0.897 2.580 1.688
B -1.272 1.280 1.318
O -2.578 1.030 1.781
C -2.996 2.185 2.393
C -4.207 2.454 2.977
H -7.826 4.193 3.527
H -6.878 3.025 2.600
H -6.659 4.753 2.319
H -6.759 5.603 5.270
H -5.620 6.226 4.080
H -5.026 5.528 5.596
H -7.024 3.259 5.741
H -5.295 2.994 6.016
H -6.169 2.008 4.843
H -3.507 5.643 3.890
H -1.347 5.113 2.824
H -4.980 1.696 2.997
C 4.220 2.784 1.624
N 3.465 1.628 2.079
C 3.822 0.913 3.191
C 3.105 -0.134 3.619
C 1.898 -0.526 2.897
O 1.150 -1.411 3.291
N 1.649 0.163 1.730
C 2.357 1.252 1.339
O 2.032 1.895 0.339
H 4.939 3.054 2.394
H 3.545 3.617 1.442
H 4.747 2.564 0.695
H 4.712 1.259 3.699
H 3.376 -0.683 4.507
```

Relative energy (zero: lowest compared OMol25 entry of this formula, charge and spin) (kJ/mol): 0.0
Electronic energy (Eh): -2609.9557
Expectation value of S²: 2.005
Kohn-Sham gap (alpha / beta) (eV): 7.24 / 7.76
HOMO (alpha / beta) (eV): -6.63 / -8.11
Molar mass (g mol⁻¹): 919.9
Spin multiplicity: 3

---

6.
C5H6ClFS in the gas phase in a non-equilibrium geometry. Source: the OMol25 dataset; level of theory: the ωB97M-V functional and the def2-TZVPD basis.

```
14
Properties=species:S:1:pos:R:3
C -0.041 -1.894 -0.572
C 0.363 -1.005 0.527
C -0.423 0.205 1.058
C -0.540 1.455 0.199
C 0.476 2.030 -0.532
H 0.692 -2.642 -0.621
H -0.091 0.378 2.146
H -1.526 -0.072 1.208
H -1.501 1.867 0.034
H 0.391 2.840 -1.252
H 1.450 1.543 -0.493
F -1.299 -2.368 -0.566
S 1.840 -1.271 1.084
Cl 0.208 -1.066 -2.219
```

Relative energy (zero: lowest compared OMol25 entry of this formula, charge and spin) (kJ/mol): 163.0
SMILES string: C=CCC(=S)[C@@H](F)Cl
Electronic energy (Eh): -1152.2893
Kohn-Sham gap (eV): 8.29
HOMO (eV): -9.37
Molar mass (g mol⁻¹): 152.6

---

> Which value of molar mass does entry 1 give?

887.1 g mol⁻¹